[1]
The following is a quantum chemistry calculation of a cluster of 7 separate species, C42H53BClN2O2P in total in a non-equilibrium geometry, from OMol25.

```
! wB97M-V def2-TZVPD RIJCOSX def2/J DEFGRID3
* xyz 0 1
C 1.08296 4.40275 -1.85953
C -0.43827 4.49690 -1.99874
C -1.04206 3.14395 -2.36456
N -2.38047 3.28622 -2.96036
B -3.28124 2.18067 -2.91575
C -4.83562 2.40652 -2.93945
C -5.19093 2.88707 -1.51326
C -6.64924 3.28747 -1.42572
Cl -7.01534 4.01114 0.17491
P -2.61738 0.35215 -2.75443
N -1.25019 0.07754 -3.44584
O -3.86587 -0.54913 -3.23804
O -2.56322 0.00273 -1.16222
H 1.48484 5.20186 -1.23873
H 1.34297 3.44398 -1.40365
H 1.55842 4.43600 -2.84084
H -0.69809 5.18947 -2.80488
H -0.88698 4.88738 -1.08324
H -1.12577 2.52136 -1.47023
H -0.36110 2.62333 -3.04553
H -2.29433 3.69193 -3.88604
H -5.13072 3.16908 -3.66953
H -5.38515 1.49110 -3.16573
H -4.97432 2.09452 -0.79248
H -4.56555 3.74546 -1.26233
H -7.31824 2.43875 -1.54685
H -6.88430 4.05045 -2.16452
H -1.28176 -0.62197 -4.17775
H -3.62252 -1.48928 -3.21531
H -1.67947 0.21189 -0.81853
C -3.87243 4.60173 3.62316
C -5.18587 4.71783 3.18865
C -6.10867 5.41173 3.95935
C -5.72037 5.98625 5.16180
C -4.40769 5.86561 5.59661
C -3.48304 5.17363 4.82651
H -3.15026 4.06379 3.02173
H -5.49307 4.27186 2.25137
H -7.13297 5.50486 3.62071
H -6.44092 6.52850 5.76077
H -4.10524 6.31077 6.53594
H -2.45893 5.07989 5.16495
C -1.69147 -3.28373 -1.78300
C -0.89913 -4.40883 -1.97597
C -1.34634 -5.65348 -1.55672
C -2.58683 -5.77463 -0.94306
C -3.37648 -4.65139 -0.74421
C -2.92807 -3.40434 -1.16213
H -1.33660 -2.31270 -2.10880
H 0.06735 -4.31247 -2.45437
H -0.73047 -6.53061 -1.70747
H -2.93559 -6.74684 -0.61846
H -4.33973 -4.74542 -0.25912
H -3.53714 -2.52402 -0.99425
C 5.77918 2.49504 1.53797
C 5.31982 2.18149 0.26587
C 4.77831 3.17298 -0.54052
C 4.69510 4.47740 -0.07455
C 5.14826 4.78913 1.19952
C 5.69141 3.79879 2.00630
H 6.20441 1.72222 2.16536
H 5.38306 1.16362 -0.09695
H 4.42024 2.92841 -1.53257
H 4.27416 5.25132 -0.70439
H 5.08076 5.80682 1.56343
H 6.04495 4.04315 2.99974
C 2.33552 8.61655 3.31040
C 2.28094 9.98913 3.50827
C 2.88863 10.84616 2.60095
C 3.55252 10.33117 1.49625
C 3.61031 8.95825 1.30012
C 3.00164 8.10166 2.20690
H 1.85876 7.94788 4.01554
H 1.76438 10.39149 4.37018
H 2.84454 11.91667 2.75491
H 4.02470 10.99976 0.78795
H 4.13065 8.55601 0.43969
H 3.04367 7.03061 2.05250
C 0.61662 -7.87903 0.53045
C 1.40912 -9.00231 0.33810
C 0.96159 -10.24772 0.75731
C -0.27606 -10.36888 1.37359
C -1.06526 -9.24414 1.57230
C -0.62029 -7.99917 1.14918
H 0.96266 -6.90830 0.19841
H 2.37507 -8.90809 -0.14186
H 1.57758 -11.12482 0.60233
H -0.62599 -11.34015 1.69917
H -2.02880 -9.33826 2.05693
H -1.23589 -7.12216 1.30160
C 5.33407 -9.73567 -1.02516
C 6.08361 -9.98567 -2.16628
C 6.15258 -11.27220 -2.68265
C 5.47390 -12.30910 -2.05746
C 4.72807 -12.06015 -0.91372
C 4.65781 -10.77329 -0.39857
H 5.27716 -8.73159 -0.62366
H 6.61444 -9.17773 -2.65318
H 6.73583 -11.46700 -3.57344
H 5.52665 -13.31183 -2.46165
H 4.20151 -12.86941 -0.42386
H 4.07705 -10.57824 0.49437
*
```

Output
Gap between HOMO and LUMO   9.35 eV
SMILES string   CCCNB(CCCCl)P(=N)(O)O.c1ccccc1.c1ccccc1.c1ccccc1.c1ccccc1.c1ccccc1.c1ccccc1

[2]
The following is a quantum chemistry calculation of a structure of composition C42H53Cl5N2PPdS in a non-equilibrium geometry, from OMol25.

```
! wB97M-V def2-TZVPD RIJCOSX def2/J DEFGRID3
* xyz 3 1
Pd 0.13787 0.24442 0.34634
Cl 2.90279 -2.02257 -2.13133
C 3.35084 -1.13330 -0.75209
C 2.41719 -0.94813 0.29584
C 2.84367 -0.22886 1.44905
Cl 1.71175 0.10827 2.71763
C 4.12020 0.28410 1.54274
Cl 4.60835 1.14489 2.93007
C 5.01317 0.10860 0.46890
Cl 6.57143 0.74745 0.58527
C 4.62080 -0.56490 -0.68951
Cl 5.69524 -0.71295 -1.99975
C -2.70586 -4.32952 2.36106
C -3.38513 -3.69010 1.15158
C -4.84513 -3.34435 1.48080
C -2.70785 -2.44034 0.62783
C -2.45186 -2.32465 -0.75641
C -2.08758 -1.16339 -1.38445
C -1.89798 -1.32754 -2.89841
C -1.96330 -0.13847 -3.84995
C -0.57775 -2.07700 -3.13002
C -1.98526 0.05448 -0.57263
C -2.21938 -0.06226 0.84535
C -2.46363 -1.33962 1.41780
C -2.74244 1.08707 1.68890
C -4.27899 1.08170 1.60831
C -2.30710 1.02289 3.15115
C -2.34402 1.36753 -1.22864
C -3.61841 1.45216 -1.78164
C -4.06822 2.62753 -2.36085
C -3.23647 3.73728 -2.41379
C -1.97225 3.67872 -1.85075
C -1.52138 2.50105 -1.24675
P 0.08462 2.42617 -0.42874
C 0.29128 3.81283 0.81904
C 1.69597 3.68477 1.43673
C 0.13955 5.20466 0.17265
C -0.73174 3.78125 1.95243
C 1.44803 2.47948 -1.73635
C 1.07545 1.40536 -2.76580
C 1.52132 3.81001 -2.50419
C 2.84765 2.22891 -1.16721
H -3.32312 -5.13888 2.74753
H -2.59525 -3.61490 3.18368
H -1.73536 -4.76162 2.11037
H -3.38115 -4.41676 0.33648
H -4.90495 -2.71105 2.36849
H -5.40600 -4.25540 1.68278
H -5.33539 -2.82475 0.65672
H -2.62503 -3.20174 -1.37046
H -2.70828 -2.00180 -3.18937
H -1.20277 0.60440 -3.63086
H -2.92867 0.35581 -3.87094
H -1.77424 -0.51177 -4.85614
H 0.26101 -1.46182 -2.79538
H -0.43563 -2.26920 -4.19266
H -0.53669 -3.03320 -2.60700
H -2.69956 -1.37788 2.47401
H -2.39896 2.01379 1.24293
H -4.69129 0.18173 2.06704
H -4.63787 1.13594 0.58213
H -4.67304 1.94331 2.14661
H -2.70915 0.15144 3.66653
H -2.69224 1.88969 3.68783
H -1.22128 1.01257 3.27274
H -4.26620 0.58322 -1.76329
H -5.06380 2.67325 -2.78117
H -3.56967 4.64843 -2.89150
H -1.34128 4.55300 -1.89833
H 2.46647 4.09116 0.78774
H 1.95786 2.65705 1.69911
H 1.71293 4.26814 2.35818
H 0.69486 5.35910 -0.74410
H 0.52311 5.91808 0.90542
H -0.90735 5.45213 0.00815
H -0.61580 2.91412 2.59493
H -1.75745 3.85994 1.59512
H -0.54172 4.66502 2.56371
H 0.23133 1.73494 -3.36785
H 0.82189 0.43130 -2.33283
H 1.92388 1.26060 -3.43721
H 0.56066 4.14131 -2.89448
H 2.16593 3.62995 -3.36782
H 1.98313 4.60428 -1.92501
H 2.89342 1.40315 -0.46555
H 3.25341 3.10601 -0.67371
H 3.50832 2.00193 -2.00706
N 0.19108 -3.02120 2.58692
C 1.25870 -2.88380 1.84027
S 0.98178 -2.02311 0.25202
N 2.44051 -3.33547 2.17138
C 3.59082 -3.56967 1.32847
C 4.83362 -3.25649 1.86060
C 5.96486 -3.51820 1.10165
C 5.83925 -4.08561 -0.16146
C 4.58654 -4.41045 -0.66472
C 3.44464 -4.16660 0.08657
H -0.68005 -2.57064 2.31554
H 0.16096 -3.66740 3.36515
H 2.56261 -3.60954 3.14306
H 4.92294 -2.82495 2.85074
H 6.94214 -3.29293 1.50621
H 6.72497 -4.30038 -0.74379
H 4.49574 -4.88469 -1.63263
H 2.47443 -4.47648 -0.28163
*
```

Output
Gap between HOMO and LUMO (alpha / beta)   6.12 / 6.12 eV